Record 1
36
Properties=species:S:1:pos:R:3 method="wB97M-V/def2-TZVPD" e_lumo_ev=-0.932 homo_energy_ev=-8.587 smiles="C[C@H](O)COC1=C(C[C@H]2CO2)C(=O)C(CC(=O)Cl)=CC1=O" gap_ev=7.65 total_energy_ev=-39560.2565
C 2.615 -1.102 -1.059
C 1.881 -2.316 -0.444
O 2.052 -3.511 -1.218
C 0.386 -2.051 -0.105
O -0.346 -1.341 -1.135
C -0.436 -0.002 -0.839
C -1.216 0.455 0.161
C -2.242 -0.441 0.845
C -3.696 -0.111 0.161
C -4.622 -1.447 -0.089
O -4.811 -0.303 0.989
C -0.928 1.885 0.592
O -1.742 2.645 0.995
C 0.555 2.317 0.414
C 1.421 2.900 1.552
C 2.792 2.124 1.468
O 3.074 1.201 2.113
Cl 4.077 2.732 0.322
C 0.990 2.196 -0.850
C 0.309 1.083 -1.674
O 0.418 1.007 -2.852
H 3.707 -1.282 -1.131
H 2.492 -0.192 -0.426
H 2.247 -0.861 -2.080
H 2.373 -2.516 0.542
H 2.660 -4.072 -0.718
H -0.147 -3.015 0.048
H 0.372 -1.549 0.886
H -2.102 -1.501 0.600
H -2.449 -0.210 1.901
H -3.738 0.692 -0.621
H -5.718 -1.593 0.005
H -4.747 -1.061 -1.174
H 0.998 2.540 2.517
H 1.638 3.973 1.522
H 1.881 2.726 -1.218

Record 2
161
Properties=species:S:1:pos:R:3 method="wB97M-V/def2-TZVPD" e_lumo_ev=0.312 homo_energy_ev=-8.673 smiles="COC[C@H](C)N.COC[C@H](C)N.COC[C@H](C)N.COC[C@H](C)N.COC[C@H](C)N.COC[C@H](C)N.COC[C@H](C)N.COC[C@H](C)N.COC[C@H](C)N.NC(N)=O" gap_ev=8.98 total_energy_ev=-76896.4871
C 3.662 -2.143 -0.698
O 4.092 -3.252 -0.054
C 5.479 -3.130 0.383
C 6.055 -4.523 0.861
C 7.305 -4.435 1.568
N 6.348 -5.326 -0.226
H 2.601 -2.262 -0.919
H 4.174 -2.087 -1.659
H 3.913 -1.208 -0.198
H 6.174 -2.754 -0.368
H 5.382 -2.417 1.202
H 5.274 -4.980 1.469
H 7.636 -5.338 2.082
H 7.113 -3.672 2.323
H 8.164 -4.090 0.994
H 5.542 -5.523 -0.802
H 6.568 -6.273 0.049
C 1.773 7.725 -1.438
O 1.143 6.617 -0.720
C 0.505 5.747 -1.743
C -0.192 4.644 -0.920
C -1.400 5.137 -0.156
N 0.676 4.031 0.141
H 2.614 7.451 -2.076
H 2.073 8.529 -0.765
H 1.139 8.286 -2.125
H -0.206 6.347 -2.312
H 1.220 5.403 -2.491
H -0.409 3.835 -1.618
H -1.883 4.527 0.607
H -2.267 5.215 -0.812
H -1.304 6.117 0.312
H 1.062 4.766 0.717
H 1.609 3.713 -0.081
C -0.366 -4.810 1.827
O -0.387 -5.058 0.376
C -1.617 -4.806 -0.362
C -1.312 -4.743 -1.836
C -0.096 -3.936 -2.286
N -2.447 -4.306 -2.570
H -0.642 -3.795 2.114
H 0.668 -4.883 2.163
H -1.019 -5.525 2.327
H -2.356 -5.600 -0.260
H -1.973 -3.863 0.055
H -1.326 -5.748 -2.259
H 0.737 -3.864 -1.587
H -0.271 -2.885 -2.516
H 0.174 -4.169 -3.316
H -2.490 -3.309 -2.415
H -3.304 -4.653 -2.164
C -5.909 -5.830 -1.199
O -4.929 -4.885 -0.845
C -5.514 -3.634 -0.395
C -4.735 -2.585 0.438
C -4.507 -3.319 1.794
N -5.278 -1.266 0.648
H -6.707 -5.295 -1.714
H -6.500 -6.344 -0.441
H -5.301 -6.595 -1.682
H -5.819 -3.022 -1.244
H -6.432 -3.764 0.178
H -3.784 -2.528 -0.093
H -5.479 -3.537 2.235
H -3.948 -2.879 2.620
H -4.019 -4.290 1.703
H -6.010 -1.292 1.344
H -5.752 -0.891 -0.161
C 2.348 -2.045 2.303
O 1.394 -2.041 3.346
C 1.096 -0.677 3.837
C 0.500 -0.754 5.292
C 0.289 0.684 5.946
N 1.275 -1.563 6.205
H 1.787 -1.643 1.459
H 2.617 -3.066 2.032
H 3.278 -1.520 2.519
H 2.014 -0.093 3.781
H 0.320 -0.199 3.239
H -0.467 -1.238 5.430
H 1.194 1.264 5.767
H 0.109 0.488 7.003
H -0.548 1.224 5.502
H 1.376 -2.433 5.701
H 2.198 -1.154 6.244
C 3.958 5.002 -0.143
O 3.966 3.557 -0.205
C 4.495 2.957 1.016
C 3.690 3.038 2.303
C 4.333 2.307 3.434
N 2.397 2.306 2.080
H 4.902 5.546 -0.161
H 3.335 5.488 0.608
H 3.580 5.433 -1.070
H 4.673 1.888 0.900
H 5.485 3.414 1.011
H 3.547 4.082 2.581
H 5.310 2.719 3.687
H 4.538 1.249 3.271
H 3.728 2.423 4.333
H 2.023 2.870 1.330
H 2.483 1.425 1.592
C -4.014 -0.705 5.731
O -3.331 0.231 4.796
C -4.255 0.890 3.853
C -3.368 1.126 2.650
C -4.237 1.813 1.612
N -2.629 -0.068 2.228
H -4.950 -0.274 6.086
H -3.381 -0.832 6.610
H -4.216 -1.688 5.307
H -4.947 0.188 3.388
H -4.772 1.740 4.300
H -2.664 1.946 2.792
H -4.942 1.107 1.174
H -3.701 2.228 0.759
H -4.685 2.697 2.067
H -3.328 -0.594 1.723
H -2.308 -0.430 3.115
C -2.949 1.384 -1.637
O -2.844 1.127 -3.028
C -4.078 0.657 -3.633
C -3.949 0.319 -5.182
C -3.462 1.527 -6.007
N -5.159 -0.036 -5.950
H -3.509 2.311 -1.510
H -1.912 1.445 -1.304
H -3.290 0.499 -1.100
H -4.543 -0.274 -3.307
H -4.774 1.484 -3.489
H -3.277 -0.522 -5.350
H -2.541 1.998 -5.661
H -4.207 2.318 -5.921
H -3.442 1.339 -7.080
H -5.998 0.494 -5.767
H -5.394 -1.018 -5.922
C 0.403 1.888 -3.663
O 1.510 2.202 -4.555
C 2.817 1.776 -3.955
C 3.975 2.294 -4.826
C 5.259 1.964 -4.011
N 4.036 3.690 -5.196
H 0.629 2.629 -2.896
H 0.154 0.938 -3.190
H -0.325 2.353 -4.327
H 2.870 2.103 -2.917
H 2.926 0.693 -3.904
H 4.022 1.856 -5.823
H 5.402 0.884 -4.037
H 5.124 2.342 -2.998
H 6.187 2.354 -4.429
H 3.252 3.925 -5.788
H 4.825 3.813 -5.814
N -0.439 1.083 0.708
C 0.122 0.124 0.019
N -0.524 -1.061 0.094
O 1.163 0.194 -0.667
H -1.289 0.899 1.220
H 0.050 1.948 0.891
H -0.023 -1.879 -0.224
H -1.276 -1.141 0.763

Record 3
20
Properties=species:S:1:pos:R:3 method="wB97M-V/def2-TZVPD" e_lumo_ev=0.861 homo_energy_ev=-8.570 smiles=Cc1c[nH]cn1.CC gap_ev=9.43 total_energy_ev=-9396.1878
C -3.608 0.249 0.614
C -2.286 -0.101 -0.010
C -2.090 -0.031 -1.381
N -0.771 -0.448 -1.520
C -0.283 -0.732 -0.289
N -1.153 -0.573 0.676
H -4.315 0.448 -0.193
H -3.721 1.021 1.357
H -3.979 -0.774 0.838
H -2.759 0.289 -2.158
H -0.205 -0.209 -2.318
H 0.730 -1.092 -0.187
C 3.031 0.375 -0.213
C 3.110 0.100 1.328
H 2.001 0.509 -0.535
H 3.522 1.345 -0.358
H 3.486 -0.364 -0.846
H 4.119 -0.197 1.667
H 2.450 -0.701 1.568
H 2.720 0.885 1.960

Record 4
108
Properties=species:S:1:pos:R:3 method="wB97M-V/def2-TZVPD" total_charge=-1 e_lumo_ev=1.818 homo_energy_ev=-7.327 gap_ev=9.15 total_energy_ev=-69606.2719
B 0.911 0.400 0.818
F 1.670 -0.533 1.395
F -0.149 0.602 1.658
F 1.641 1.481 0.672
F 0.398 0.069 -0.495
C -5.441 -0.962 2.795
O -6.429 -0.357 3.269
N -4.754 -0.503 1.800
N -4.998 -2.034 3.261
H -3.848 -0.909 1.615
H -5.127 0.318 1.345
H -4.022 -2.277 3.167
H -5.572 -2.368 4.022
C 8.568 3.746 0.356
O 8.875 4.634 1.209
N 7.414 3.105 0.329
N 9.370 3.254 -0.514
H 7.297 2.284 -0.247
H 6.745 3.288 1.063
H 10.326 3.580 -0.517
H 9.042 2.590 -1.201
C 3.585 3.599 5.201
O 4.209 4.144 6.106
N 2.594 4.248 4.654
N 3.873 2.422 4.590
H 2.189 3.854 3.816
H 2.094 4.950 5.180
H 3.336 2.074 3.808
H 4.685 1.865 4.813
C 5.962 -1.064 -2.646
O 7.057 -0.945 -3.195
N 5.095 -0.187 -2.692
N 5.467 -2.018 -1.893
H 5.137 0.456 -3.470
H 4.192 -0.414 -2.300
H 4.785 -1.843 -1.168
H 5.977 -2.889 -1.886
C -0.627 5.601 -2.516
C 0.258 5.717 -3.740
C 0.931 4.387 -3.942
O 2.117 4.619 -4.716
C 3.150 5.355 -4.125
N -0.555 5.934 -4.855
H -0.073 5.339 -1.614
H -1.353 4.789 -2.530
H -1.293 6.452 -2.374
H 0.938 6.550 -3.561
H 0.196 3.680 -4.325
H 1.336 4.027 -2.997
H 2.948 6.388 -4.409
H 4.070 4.960 -4.554
H 3.239 5.249 -3.043
H -1.253 5.206 -4.806
H 0.099 5.839 -5.619
C -4.057 -2.595 -4.573
C -3.258 -2.299 -5.865
C -3.535 -0.864 -6.411
O -4.745 -0.778 -7.190
C -5.086 0.524 -7.539
N -1.907 -2.597 -5.545
H -3.663 -3.477 -4.068
H -5.118 -2.707 -4.800
H -3.888 -1.782 -3.868
H -3.673 -2.952 -6.632
H -2.837 -0.471 -7.151
H -3.466 -0.320 -5.469
H -6.021 0.905 -7.129
H -5.349 0.444 -8.594
H -4.307 1.280 -7.434
H -1.825 -3.534 -5.177
H -1.698 -2.024 -4.739
C -0.554 -8.763 -1.050
C 0.556 -7.714 -0.955
C 1.486 -7.705 -2.173
O 2.183 -8.961 -2.276
C 3.205 -9.224 -1.385
N -0.035 -6.384 -0.848
H -1.328 -8.621 -0.295
H -0.164 -9.775 -0.943
H -1.050 -8.590 -2.006
H 1.087 -7.923 -0.026
H 2.210 -6.916 -1.969
H 0.876 -7.453 -3.041
H 3.514 -10.256 -1.552
H 3.023 -9.108 -0.316
H 4.095 -8.620 -1.559
H -0.757 -6.394 -0.142
H 0.716 -5.751 -0.612
C -5.329 4.531 7.512
C -4.004 3.713 7.690
C -4.230 2.257 8.242
O -3.047 1.637 8.545
C -3.143 0.254 8.352
N -3.466 3.547 6.323
H -5.012 5.571 7.578
H -5.912 4.274 8.397
H -5.935 4.417 6.613
H -3.181 4.288 8.116
H -4.785 1.754 7.451
H -4.969 2.282 9.043
H -3.987 -0.065 8.962
H -2.275 -0.202 8.828
H -3.209 -0.041 7.305
H -4.196 3.100 5.787
H -2.807 2.785 6.393
O -0.833 -3.635 3.691
H -0.096 -3.997 4.183
H -0.499 -2.815 3.328

Record 5
10
Properties=species:S:1:pos:R:3 method="wB97M-V/def2-TZVPD" total_charge=-1 e_lumo_ev=4.099 homo_energy_ev=-4.610 smiles="O=C([O-])C(F)(F)[NH2+][O-]" gap_ev=8.71 total_energy_ev=-15172.2994
O 0.928 1.639 -0.071
C 0.473 0.913 0.844
O -0.103 1.070 1.929
C 0.580 -0.524 0.321
F 1.776 -0.833 -0.237
F 0.001 -1.441 0.988
N -0.578 -0.364 -0.751
O -1.315 -1.034 -1.755
H -1.330 -0.044 -0.074
H -0.432 0.620 -1.194

Record 6
11
Properties=species:S:1:pos:R:3 method="wB97M-V/def2-TZVPD" total_charge=-1 e_lumo_ev=4.090 homo_energy_ev=-2.569 gap_ev=6.66 total_energy_ev=-8216.2768
H -1.650 1.092 0.419
N -1.339 0.687 -0.430
C -0.217 0.077 -0.279
C 0.321 -0.713 -1.782
C 0.513 0.184 1.368
N -0.229 0.906 2.122
O -0.025 1.172 3.335
H 0.675 -0.064 -2.617
H -0.473 -1.346 -2.130
H 1.096 -1.459 -1.490
H 1.328 -0.536 1.483